Molecular formula: C51H72GeN2O5S3Si4Sn
Method: DFT, ωB97M-V/def2-TZVPD

Summary:
Kohn-Sham gap   5.2 eV
Multiplicity   1
HOMO level   -1.568 eV
E   -7116.19922 a.u.
Total charge   -2
LUMO   3.6 eV

Geometry (Å):
1 Sn 0.630622 0.809964 0.433917
2 O 4.820541 1.102450 -0.051121
3 C 3.659212 1.193271 0.328822
4 O 2.863882 0.215207 0.581591
5 C 3.024390 2.597878 0.619011
6 O 3.706244 3.605700 0.615131
7 O 1.770480 2.548614 0.945582
8 C -5.170090 1.029203 0.893712
9 C -4.790384 1.872108 -0.148049
10 C -3.480947 2.287660 -0.277504
11 C -2.470063 1.877477 0.618733
12 C -2.866173 0.996618 1.635848
13 C -4.188357 0.602130 1.777830
14 N -1.158748 2.310199 0.494566
15 C -1.006640 3.644987 0.099483
16 C 0.025573 4.064271 -0.752208
17 C 0.189155 5.401774 -1.075212
18 C -0.666761 6.377399 -0.579008
19 C -1.693630 5.980610 0.268963
20 C -1.855942 4.647818 0.607100
21 H -6.200480 0.715286 1.013037
22 H -5.523945 2.207076 -0.874332
23 H -3.208483 2.947524 -1.087487
24 H -2.117464 0.652191 2.336195
25 H -4.457333 -0.050065 2.601885
26 H 0.690879 3.318938 -1.167345
27 H 1.008857 5.678075 -1.728897
28 H -0.530281 7.421241 -0.836172
29 H -2.369452 6.717994 0.690470
30 H -2.652471 4.369330 1.287191
31 C 0.593228 2.511451 5.864007
32 Si 0.002488 2.492527 4.056892
33 C 0.676604 4.067734 3.307885
34 C -1.868928 2.683120 4.206883
35 Si 0.704741 0.464587 3.032183
36 Si -0.408707 -1.315185 4.132036
37 C -0.649660 -0.955409 5.978958
38 C 0.577202 -2.920603 4.024983
39 C -2.147351 -1.764733 3.559782
40 Si 2.923588 0.165877 3.822466
41 C 3.949780 -1.206090 3.053545
42 C 2.871894 -0.313873 5.666856
43 C 3.927770 1.757349 3.809784
44 H 0.218050 3.429695 6.329178
45 H 1.681510 2.524497 5.940320
46 H 0.218875 1.664423 6.440889
47 H 0.411006 4.901147 3.969329
48 H 0.262400 4.253369 2.317763
49 H 1.760108 4.035774 3.188083
50 H -2.066176 3.544825 4.853956
51 H -2.348725 1.806993 4.651785
52 H -2.335546 2.867148 3.239479
53 H 0.274288 -0.691678 6.491771
54 H -1.065708 -1.846584 6.461821
55 H -1.360272 -0.136548 6.118776
56 H 1.581976 -2.820119 4.439490
57 H 0.684032 -3.251625 2.990580
58 H 0.053039 -3.704132 4.583288
59 H -2.872377 -1.017174 3.887682
60 H -2.423251 -2.725101 4.009465
61 H -2.195498 -1.847235 2.474172
62 H 3.347992 -2.084156 2.812470
63 H 4.730243 -1.498454 3.764992
64 H 4.411528 -0.860239 2.129411
65 H 2.459162 -1.312084 5.826899
66 H 2.313732 0.388448 6.285298
67 H 3.908114 -0.325115 6.023544
68 H 4.085644 2.180384 2.818898
69 H 4.912531 1.544612 4.240371
70 H 3.451759 2.525376 4.424309
71 C -4.572397 -4.022309 1.904248
72 C -3.494433 -3.580189 0.919889
73 C -3.842190 -2.235616 0.302023
74 S -2.498346 -1.366142 -0.558292
75 O -1.333445 -1.363146 0.388927
76 C -2.153225 -2.637291 -1.819410
77 C -1.066860 -3.617923 -1.414660
78 C -1.026849 -4.800991 -2.371080
79 H -4.337261 -4.996378 2.337507
80 H -5.548465 -4.096350 1.417330
81 H -4.659889 -3.303432 2.721525
82 H -3.368791 -4.336948 0.142384
83 H -2.536853 -3.489337 1.437665
84 H -4.137592 -1.528664 1.077405
85 H -4.669192 -2.299522 -0.411426
86 H -1.856040 -2.094839 -2.715441
87 H -3.103794 -3.137131 -2.032548
88 H -1.207057 -3.960374 -0.391917
89 H -0.114061 -3.093608 -1.409660
90 H -1.975975 -5.347911 -2.358615
91 H -0.232913 -5.497738 -2.094137
92 H -0.837673 -4.474380 -3.394474
93 C 0.931326 0.872090 -1.598527
94 Ge 0.298207 0.374281 -3.277931
95 C 0.637512 -1.443512 -4.039212
96 C 1.564644 -2.263954 -3.396843
97 C 2.021450 -3.435069 -3.988256
98 C 1.548324 -3.819935 -5.235340
99 C 0.622796 -3.017714 -5.890891
100 C 0.185280 -1.837573 -5.300549
101 C 1.422300 1.396409 -4.563601
102 C 2.804591 1.437262 -4.366521
103 C 3.633837 2.149834 -5.220672
104 C 3.095561 2.841832 -6.299085
105 C 1.725480 2.814266 -6.510936
106 C 0.901366 2.097205 -5.649135
107 C -1.543073 0.933481 -3.731754
108 C -2.540947 0.149993 -4.309904
109 C -3.783463 0.681793 -4.637316
110 C -4.045279 2.025298 -4.410280
111 C -3.061743 2.825706 -3.845269
112 C -1.832150 2.281141 -3.501396
113 H 2.006376 0.657922 -1.643647
114 H 1.940628 -1.967382 -2.420081
115 H 2.751299 -4.050803 -3.474380
116 H 1.900501 -4.736249 -5.695482
117 H 0.254672 -3.302608 -6.870569
118 H -0.495971 -1.197652 -5.852385
119 H 3.244730 0.925579 -3.516816
120 H 4.700733 2.178832 -5.032388
121 H 3.740278 3.408362 -6.961476
122 H 1.292954 3.359438 -7.343061
123 H -0.169727 2.095653 -5.825540
124 H -2.357115 -0.898199 -4.518553
125 H -4.545171 0.045420 -5.074466
126 H -5.011733 2.444417 -4.666140
127 H -3.254852 3.874532 -3.649501
128 H -1.084180 2.913058 -3.032912
129 S 1.717137 -2.997041 0.518619
130 C 3.164977 -3.255423 -0.207583
131 N 3.647128 -4.488407 -0.537990
132 C 4.713064 -4.514249 -1.521624
133 C 5.491335 -3.230721 -1.278322
134 S 4.263934 -2.000049 -0.724724
135 H 2.974725 -5.237477 -0.481401
136 H 4.311800 -4.532670 -2.541854
137 H 5.336874 -5.398748 -1.379103
138 H 5.981589 -2.869661 -2.179869
139 H 6.238080 -3.364583 -0.494653

Atoms 1-2, force components in eV/Å:
0.132 0.637 0.139
0.005 -0.010 0.039

Here are the Mulliken charges for atoms 1 to 2, given in e:
1 Sn 1.12
2 O -0.80

Molecular formula: C28H34CoN8OS2
Method: DFT, ωB97M-V/def2-TZVPD

Summary:
Kohn-Sham gap (alpha / beta)   6.9 / 6.7 eV
Multiplicity   2
HOMO level (alpha / beta)   -6.710 / -6.501 eV
⟨S²⟩   0.764
E   -3779.75144 a.u.
LUMO (alpha / beta)   0.2 / 0.2 eV

Geometry (Å):
1 Co -0.095251 -0.453782 -0.112952
2 C 1.528936 0.372623 4.974263
3 N 0.650512 -0.363147 4.066875
4 C -0.727957 -0.445245 4.519578
5 C 0.846930 -0.241844 2.702190
6 N -0.084001 -0.082760 1.841462
7 N 2.167942 -0.371741 2.311689
8 C 2.672599 -0.310241 1.028266
9 N 4.053670 -0.403333 0.976507
10 N 1.925095 -0.245921 -0.001271
11 H 1.239990 0.136731 5.995284
12 H 1.457663 1.455881 4.830134
13 H 2.571720 0.076320 4.860957
14 H -0.730031 -0.848484 5.530910
15 H -1.287352 -1.128052 3.882419
16 H -1.233817 0.527623 4.533546
17 H -0.975402 0.127910 2.273013
18 H 2.833201 -0.539459 3.042707
19 H 4.566171 -0.068090 1.777965
20 H 4.457429 -0.088207 0.109491
21 H 2.442288 -0.175400 -0.869229
22 S 1.286602 3.052300 1.076820
23 C 0.691359 4.497746 0.541335
24 N 1.081528 5.729920 0.959581
25 C 0.487632 6.801585 0.170384
26 C -0.630936 6.063721 -0.588467
27 N -0.272532 4.669865 -0.382119
28 H 1.949295 5.839400 1.449660
29 H 1.213708 7.244042 -0.516648
30 H 0.096531 7.589144 0.813689
31 H -0.636870 6.313572 -1.648904
32 H -1.616212 6.288417 -0.172877
33 H -0.816126 3.896607 -0.724108
34 C -1.151740 -1.024578 -9.950398
35 C -0.912178 0.399535 -9.556502
36 O -1.728213 1.267372 -9.529000
37 S 0.844366 0.722640 -9.073763
38 C 0.597138 0.579899 -7.308748
39 C 1.323186 -0.381476 -6.611924
40 C 1.143575 -0.526366 -5.248168
41 C 0.226971 0.274474 -4.550620
42 C -0.492065 1.236848 -5.268141
43 C -0.298207 1.399121 -6.629740
44 C 0.063543 0.090103 -3.145337
45 C -0.037008 -0.103197 -1.943123
46 H -2.173905 -1.156594 -10.304803
47 H -0.974780 -1.658714 -9.080610
48 H -0.439928 -1.314052 -10.722586
49 H 2.026646 -1.008225 -7.145768
50 H 1.694485 -1.277876 -4.698416
51 H -1.203830 1.864009 -4.748455
52 H -0.844811 2.153342 -7.178528
53 C -0.009704 -5.403560 -0.126704
54 C 0.660906 -4.687373 0.854999
55 C 0.658052 -3.307914 0.801280
56 N 0.042006 -2.605881 -0.154554
57 C -0.600847 -3.301097 -1.096418
58 C -0.656484 -4.680666 -1.119671
59 H -0.023623 -6.484726 -0.120239
60 H 1.176740 -5.198780 1.657340
61 H 1.166492 -2.727319 1.561085
62 H -1.085966 -2.702718 -1.858859
63 H -1.203184 -5.185233 -1.904725
64 C -4.822131 0.061397 0.102561
65 C -4.224627 -1.111311 0.536175
66 C -2.847806 -1.282860 0.417930
67 C -2.020646 -0.301664 -0.146158
68 C -2.657589 0.866765 -0.583750
69 C -4.028998 1.053727 -0.458048
70 H -5.892314 0.203803 0.196893
71 H -4.836602 -1.896805 0.969108
72 H -2.414530 -2.210889 0.782281
73 H -2.066285 1.647142 -1.053382
74 H -4.487320 1.972913 -0.809066

Atoms 1-2, force components in eV/Å:
0.346 1.137 0.151
0.011 0.029 -0.093

Here are the Mulliken charges for atoms 1 to 2, given in e:
1 Co -0.79
2 C -1.11